Entry 1:
{
  "formula": "C36H92N4O12",
  "method": "ωB97M-V/def2-TZVPD",
  "smiles": "CC1(C)CCCC(C)(C)N1O.CC1(C)CCCC(C)(C)N1O.CC1(C)CCCC(C)(C)N1O.CC1(C)CCCC(C)(C)N1O.O.O.O.O.O.O.O.O",
  "charge": 0,
  "species": ["C", "C", "C", "C", "C", "C", "N", "O", "C", "C", "C", "H", "H", "H", "H", "H", "H", "H", "H", "H", "H", "H", "H", "H", "H", "H", "H", "H", "H", "H", "C", "C", "C", "C", "C", "C", "N", "O", "C", "C", "C", "H", "H", "H", "H", "H", "H", "H", "H", "H", "H", "H", "H", "H", "H", "H", "H", "H", "H", "H", "C", "C", "C", "C", "C", "C", "N", "O", "C", "C", "C", "H", "H", "H", "H", "H", "H", "H", "H", "H", "H", "H", "H", "H", "H", "H", "H", "H", "H", "H", "C", "C", "C", "C", "C", "C", "N", "O", "C", "C", "C", "H", "H", "H", "H", "H", "H", "H", "H", "H", "H", "H", "H", "H", "H", "H", "H", "H", "H", "H", "O", "H", "H", "O", "H", "H", "O", "H", "H", "O", "H", "H", "O", "H", "H", "O", "H", "H", "O", "H", "H", "O", "H", "H"],
  "xyz": [[0.011, 1.315, -0.636], [-1.031, 0.929, -1.681], [-1.297, -0.592, -1.610], [-2.104, -0.941, -0.345], [-3.349, -0.075, -0.226], [-3.211, 1.398, -0.471], [-2.297, 1.689, -1.510], [-2.319, 2.980, -1.984], [-4.646, 1.865, -0.905], [-2.761, 1.976, 0.946], [-0.374, 1.182, -3.054], [0.926, 0.737, -0.769], [-0.293, 1.221, 0.406], [0.220, 2.385, -0.644], [-2.065, -0.882, -2.328], [-0.414, -1.218, -1.481], [-1.610, -0.757, 0.608], [-2.532, -1.944, -0.328], [-3.780, -0.198, 0.767], [-4.076, -0.525, -0.903], [-5.527, 1.467, -0.403], [-4.692, 2.954, -0.895], [-4.919, 1.671, -1.942], [-2.338, 2.965, 0.768], [-3.589, 2.180, 1.625], [-2.153, 1.300, 1.547], [0.451, 0.545, -3.375], [-0.126, 2.238, -3.160], [-0.980, 0.981, -3.937], [-1.987, 3.585, -1.317], [6.079, 2.209, 0.578], [4.789, 2.771, 1.222], [5.168, 3.803, 2.324], [5.731, 5.096, 1.699], [4.716, 5.635, 0.649], [4.165, 4.682, -0.374], [3.802, 3.435, 0.300], [3.362, 2.485, -0.617], [2.920, 5.266, -0.968], [5.310, 4.520, -1.493], [3.963, 1.661, 1.977], [6.430, 1.261, 0.987], [6.967, 2.842, 0.581], [5.860, 1.970, -0.462], [4.246, 4.015, 2.866], [5.952, 3.434, 2.986], [6.632, 4.840, 1.141], [5.965, 5.842, 2.459], [5.121, 6.502, 0.127], [3.852, 6.145, 1.076], [2.162, 5.628, -0.273], [3.059, 6.269, -1.374], [2.583, 4.668, -1.815], [6.312, 4.532, -1.064], [5.297, 3.597, -2.073], [5.225, 5.325, -2.222], [3.383, 0.905, 1.448], [3.180, 2.054, 2.626], [4.590, 1.019, 2.595], [2.412, 2.535, -0.487], [2.923, -1.549, -0.943], [3.802, -2.487, -1.821], [4.884, -1.444, -2.577], [6.108, -1.112, -1.763], [6.632, -2.308, -0.887], [5.590, -3.207, -0.169], [4.438, -3.537, -1.079], [3.559, -4.438, -0.404], [6.255, -4.604, 0.157], [5.203, -2.520, 1.166], [2.973, -2.946, -2.993], [2.118, -1.176, -1.575], [3.564, -0.792, -0.490], [2.409, -1.914, -0.054], [5.032, -1.753, -3.612], [4.301, -0.524, -2.631], [5.870, -0.185, -1.242], [6.999, -0.878, -2.346], [7.269, -1.856, -0.126], [7.213, -2.922, -1.575], [7.230, -4.521, 0.636], [5.662, -5.091, 0.931], [6.410, -5.262, -0.698], [4.500, -3.055, 1.804], [6.112, -2.394, 1.755], [4.743, -1.532, 1.177], [2.137, -3.613, -2.782], [3.615, -3.434, -3.726], [2.523, -2.049, -3.418], [4.034, -5.263, -0.527], [-6.891, -4.191, 6.048], [-6.179, -4.421, 4.688], [-7.073, -4.127, 3.492], [-7.300, -2.720, 3.104], [-6.018, -2.017, 2.948], [-5.001, -2.207, 4.101], [-4.863, -3.668, 4.381], [-3.897, -3.921, 5.291], [-3.646, -1.693, 3.627], [-5.460, -1.388, 5.323], [-5.861, -5.911, 4.637], [-6.217, -4.474, 6.857], [-7.797, -4.777, 6.202], [-7.145, -3.168, 6.324], [-6.755, -4.633, 2.580], [-8.088, -4.524, 3.534], [-7.968, -2.306, 3.859], [-7.879, -2.585, 2.190], [-6.285, -0.962, 2.903], [-5.486, -2.377, 2.067], [-3.659, -0.716, 3.144], [-2.891, -1.715, 4.413], [-3.446, -2.397, 2.818], [-5.081, -0.385, 5.126], [-6.547, -1.329, 5.377], [-4.909, -1.728, 6.201], [-5.751, -6.158, 3.581], [-6.683, -6.536, 4.985], [-5.008, -6.144, 5.273], [-3.746, -4.865, 5.203], [-2.861, 3.769, -4.898], [-2.132, 4.364, -5.069], [-2.700, 3.439, -4.013], [-3.037, 6.036, -2.005], [-2.258, 6.577, -2.133], [-2.968, 5.726, -1.102], [-2.771, -1.516, -5.504], [-3.139, -0.981, -4.801], [-2.612, -0.899, -6.218], [-1.000, 4.904, -0.211], [-0.950, 4.484, 0.648], [-0.261, 5.513, -0.224], [-0.687, -3.562, -2.992], [-0.238, -3.778, -2.175], [-1.610, -3.495, -2.749], [0.258, -1.625, -5.147], [0.307, -2.165, -4.358], [-0.647, -1.315, -5.170], [-4.004, 0.081, -3.922], [-4.903, -0.178, -4.121], [-4.033, 0.364, -3.008], [-1.181, 1.811, -6.201], [-1.752, 2.209, -5.544], [-1.767, 1.270, -6.732]]
}

Entry 2:
{
  "formula": "C36H95N5O22",
  "method": "ωB97M-V/def2-TZVPD",
  "charge": 0,
  "species": ["O", "H", "H", "H", "O", "H", "H", "H", "C", "C", "C", "O", "C", "C", "C", "O", "O", "O", "H", "H", "O", "H", "H", "O", "H", "H", "O", "H", "H", "O", "H", "H", "O", "H", "H", "O", "H", "H", "C", "O", "C", "C", "N", "C", "C", "O", "C", "H", "H", "H", "H", "H", "H", "H", "H", "H", "H", "H", "H", "H", "H", "H", "C", "O", "C", "C", "N", "C", "C", "O", "C", "H", "H", "H", "H", "H", "H", "H", "H", "H", "H", "H", "H", "H", "H", "H", "C", "O", "C", "C", "N", "C", "C", "O", "C", "H", "H", "H", "H", "H", "H", "H", "H", "H", "H", "H", "H", "H", "H", "H", "C", "O", "C", "C", "N", "C", "C", "O", "C", "H", "H", "H", "H", "H", "H", "H", "H", "H", "H", "H", "H", "H", "H", "H", "C", "O", "C", "C", "N", "C", "C", "O", "C", "H", "H", "H", "H", "H", "H", "H", "H", "H", "H", "H", "H", "H", "H", "H"],
  "xyz": [[-2.559, -1.693, 2.818], [-2.077, -1.631, 1.990], [-2.971, -0.842, 2.982], [-1.946, -1.853, 3.539], [0.716, 4.519, -1.668], [0.089, 4.601, -2.391], [1.064, 3.625, -1.640], [1.452, 5.107, -1.853], [0.627, 1.463, 0.010], [0.108, 0.466, 0.756], [0.062, -0.956, 0.234], [-0.549, -1.912, 0.808], [0.819, -1.359, -0.851], [1.592, -0.343, -1.620], [1.394, 1.225, -1.192], [1.872, 2.131, -1.890], [2.441, -0.649, -2.490], [-0.395, 0.767, 1.911], [0.601, 2.482, 0.367], [0.775, -2.375, -1.216], [-1.196, 1.990, 4.594], [-0.836, 2.867, 4.466], [-1.033, 1.539, 3.766], [1.247, -0.631, -4.835], [1.776, -0.673, -4.039], [0.938, 0.274, -4.871], [4.573, -0.768, -3.941], [3.891, -0.636, -3.282], [4.140, -1.258, -4.640], [4.748, 3.114, -2.309], [4.367, 3.676, -2.984], [4.133, 3.167, -1.578], [1.977, -3.435, -3.506], [1.780, -2.573, -3.139], [1.570, -3.426, -4.373], [1.006, -2.845, 2.944], [0.327, -2.506, 3.527], [0.614, -2.808, 2.072], [3.768, 3.088, 4.838], [3.688, 1.660, 4.689], [2.452, 1.324, 4.093], [2.136, -0.166, 4.205], [3.113, -1.135, 3.612], [3.247, -0.862, 2.123], [4.202, -1.901, 1.530], [3.726, -3.202, 1.876], [4.483, -4.220, 1.215], [4.795, 3.363, 5.081], [3.195, 3.439, 5.697], [3.552, 3.609, 3.905], [2.450, 1.742, 3.086], [1.614, 1.811, 4.592], [1.128, -0.325, 3.823], [2.008, -0.338, 5.273], [4.004, -0.827, 3.972], [3.585, 0.146, 1.883], [2.310, -1.027, 1.591], [5.185, -1.818, 1.994], [4.274, -1.819, 0.445], [4.217, -5.182, 1.652], [5.559, -4.098, 1.341], [4.350, -4.313, 0.137], [2.384, 7.437, 3.188], [1.828, 6.135, 3.318], [0.841, 5.915, 2.276], [0.222, 4.553, 2.651], [-0.310, 4.492, 4.014], [-1.614, 5.080, 4.062], [-2.056, 5.343, 5.468], [-1.174, 6.329, 6.016], [-1.469, 6.734, 7.370], [2.997, 7.637, 4.067], [1.677, 8.262, 3.097], [3.025, 7.341, 2.311], [1.220, 6.004, 1.258], [0.183, 6.773, 2.409], [1.015, 3.811, 2.553], [-0.521, 4.348, 1.880], [0.135, 5.297, 4.433], [-2.348, 4.398, 3.632], [-1.640, 6.043, 3.553], [-1.960, 4.435, 6.064], [-3.074, 5.728, 5.530], [-2.527, 6.952, 7.518], [-0.777, 7.540, 7.615], [-1.203, 5.962, 8.092], [-1.040, 7.270, -1.090], [-1.555, 5.984, -0.938], [-2.487, 5.528, -2.000], [-1.968, 5.349, -3.470], [-1.080, 4.227, -3.663], [-1.871, 2.959, -3.542], [-1.092, 1.705, -4.039], [-0.566, 1.845, -5.364], [-1.536, 1.695, -6.444], [-0.498, 7.454, -0.163], [-1.824, 8.010, -1.249], [-0.240, 7.345, -1.825], [-3.317, 6.226, -2.106], [-2.939, 4.603, -1.641], [-1.477, 6.212, -3.919], [-2.869, 5.371, -4.083], [-0.835, 4.169, -4.642], [-2.787, 2.931, -4.131], [-2.225, 2.862, -2.516], [-1.747, 0.837, -3.963], [-0.275, 1.405, -3.383], [-1.096, 1.510, -7.424], [-2.152, 2.583, -6.581], [-2.214, 0.885, -6.174], [-1.747, -2.583, -4.462], [-2.673, -2.790, -3.438], [-2.221, -2.442, -2.121], [-3.426, -2.534, -1.137], [-3.571, -1.372, -0.256], [-4.450, -0.381, -0.929], [-4.534, 1.015, -0.279], [-3.253, 1.562, -0.197], [-3.027, 2.583, 0.767], [-0.755, -2.980, -4.245], [-1.591, -1.514, -4.607], [-2.094, -2.947, -5.429], [-1.749, -1.460, -2.141], [-1.472, -3.127, -1.722], [-3.255, -3.441, -0.557], [-4.404, -2.608, -1.613], [-2.697, -0.872, -0.334], [-5.454, -0.791, -0.823], [-4.109, -0.323, -1.963], [-5.028, 0.830, 0.675], [-5.207, 1.715, -0.775], [-3.837, 3.284, 0.566], [-2.055, 3.017, 0.530], [-2.924, 2.232, 1.794], [1.009, -13.067, -2.347], [-0.329, -12.859, -2.066], [-0.532, -11.782, -1.159], [-0.652, -10.486, -1.956], [-0.615, -9.336, -1.114], [-0.636, -8.059, -1.867], [-0.794, -6.822, -1.022], [0.392, -6.702, -0.174], [1.018, -5.423, -0.269], [1.358, -12.233, -2.957], [0.943, -13.894, -3.055], [1.648, -13.227, -1.479], [0.269, -11.785, -0.420], [-1.475, -11.912, -0.629], [-1.611, -10.614, -2.459], [0.029, -10.471, -2.806], [0.276, -9.275, -0.642], [-1.409, -8.179, -2.627], [0.297, -7.950, -2.420], [-1.694, -6.969, -0.427], [-0.974, -5.928, -1.620], [0.322, -4.604, -0.091], [1.480, -5.452, -1.256], [1.873, -5.354, 0.404]]
}

Entry 3:
{
  "formula": "C36H96O12",
  "method": "ωB97M-V/def2-TZVPD",
  "smiles": "CC(C)O.CC(C)O.CC(C)O.CC(C)O.CC(C)O.CC(C)O.CC(C)O.CC(C)O.CC(C)O.CC(C)O.CC(C)O.CC(C)O",
  "charge": 0,
  "species": ["C", "C", "C", "O", "H", "H", "H", "H", "H", "H", "H", "H", "C", "C", "C", "O", "H", "H", "H", "H", "H", "H", "H", "H", "C", "C", "C", "O", "H", "H", "H", "H", "H", "H", "H", "H", "C", "C", "C", "O", "H", "H", "H", "H", "H", "H", "H", "H", "C", "C", "C", "O", "H", "H", "H", "H", "H", "H", "H", "H", "C", "C", "C", "O", "H", "H", "H", "H", "H", "H", "H", "H", "C", "C", "C", "O", "H", "H", "H", "H", "H", "H", "H", "H", "C", "C", "C", "O", "H", "H", "H", "H", "H", "H", "H", "H", "C", "C", "C", "O", "H", "H", "H", "H", "H", "H", "H", "H", "C", "C", "C", "O", "H", "H", "H", "H", "H", "H", "H", "H", "C", "C", "C", "O", "H", "H", "H", "H", "H", "H", "H", "H", "C", "C", "C", "O", "H", "H", "H", "H", "H", "H", "H", "H"],
  "xyz": [[19.158, -17.511, 17.443], [18.557, -16.436, 18.298], [18.942, -16.639, 19.763], [18.959, -15.089, 17.826], [20.255, -17.519, 17.454], [18.836, -17.433, 16.404], [18.846, -18.492, 17.828], [17.464, -16.423, 18.174], [18.682, -15.770, 20.367], [20.021, -16.824, 19.832], [18.427, -17.499, 20.217], [19.916, -15.052, 17.701], [20.866, -24.719, 22.555], [21.397, -23.357, 22.171], [20.476, -22.302, 22.756], [22.726, -23.208, 22.736], [19.919, -24.998, 22.058], [20.550, -24.775, 23.605], [21.561, -25.540, 22.360], [21.520, -23.291, 21.094], [20.456, -22.458, 23.829], [19.478, -22.449, 22.334], [20.836, -21.313, 22.490], [22.762, -23.656, 23.584], [12.241, -19.999, 25.275], [13.537, -19.717, 24.507], [14.743, -19.562, 25.436], [13.749, -20.746, 23.554], [11.993, -19.143, 25.886], [12.392, -20.882, 25.907], [11.446, -20.225, 24.563], [13.434, -18.733, 24.003], [14.511, -18.884, 26.264], [15.603, -19.166, 24.892], [15.017, -20.519, 25.896], [14.563, -20.466, 23.012], [16.473, -28.094, 20.237], [17.466, -26.961, 19.938], [16.788, -25.633, 19.911], [18.456, -26.919, 20.964], [15.686, -28.243, 19.494], [15.956, -27.897, 21.188], [16.995, -29.052, 20.367], [17.935, -27.154, 18.959], [16.040, -25.551, 19.117], [17.491, -24.825, 19.732], [16.240, -25.466, 20.844], [18.915, -27.768, 20.943], [21.002, -20.064, 19.729], [22.195, -19.161, 19.677], [23.369, -19.778, 20.386], [22.491, -18.943, 18.279], [21.359, -21.091, 19.562], [20.267, -19.816, 18.970], [20.536, -20.102, 20.712], [22.017, -18.206, 20.197], [23.700, -20.723, 19.968], [23.115, -19.917, 21.448], [24.203, -19.065, 20.390], [23.165, -18.253, 18.220], [19.705, -23.522, 18.735], [21.113, -23.994, 18.348], [21.423, -25.415, 18.709], [21.319, -23.759, 16.931], [19.456, -23.789, 19.770], [18.943, -24.004, 18.102], [19.586, -22.443, 18.609], [21.776, -23.274, 18.876], [21.007, -25.718, 19.673], [22.494, -25.612, 18.708], [20.954, -26.110, 17.995], [21.289, -22.806, 16.786], [17.173, -20.461, 19.882], [16.130, -21.003, 20.795], [16.681, -22.170, 21.568], [15.656, -20.007, 21.703], [17.454, -21.253, 19.168], [18.084, -20.260, 20.459], [16.857, -19.599, 19.312], [15.244, -21.356, 20.237], [17.297, -22.791, 20.909], [15.909, -22.830, 21.974], [17.297, -21.859, 22.417], [15.575, -19.109, 21.261], [17.180, -24.836, 25.507], [16.764, -24.509, 26.922], [17.955, -24.467, 27.851], [16.167, -23.176, 26.943], [18.018, -24.195, 25.232], [16.348, -24.597, 24.843], [17.456, -25.884, 25.393], [15.998, -25.217, 27.261], [18.700, -23.732, 27.560], [18.420, -25.464, 27.935], [17.657, -24.201, 28.875], [15.435, -23.084, 26.245], [11.119, -18.355, 22.250], [11.991, -19.203, 21.332], [11.445, -20.613, 21.249], [12.018, -18.613, 19.995], [11.396, -17.301, 22.149], [11.281, -18.631, 23.301], [10.064, -18.470, 22.013], [12.999, -19.237, 21.761], [11.693, -21.138, 22.179], [11.959, -21.190, 20.470], [10.375, -20.612, 21.069], [12.871, -18.189, 19.891], [12.928, -24.371, 23.476], [12.797, -23.914, 24.894], [12.847, -25.030, 25.891], [13.888, -22.987, 25.222], [12.466, -25.353, 23.311], [13.992, -24.526, 23.262], [12.538, -23.652, 22.761], [11.883, -23.330, 25.091], [13.044, -24.621, 26.879], [13.654, -25.726, 25.650], [11.882, -25.538, 25.912], [13.824, -22.163, 24.642], [14.574, -15.215, 20.141], [15.506, -16.317, 20.667], [15.492, -16.374, 22.183], [15.043, -17.654, 20.188], [14.893, -14.222, 20.471], [13.587, -15.374, 20.592], [14.479, -15.260, 19.058], [16.543, -16.145, 20.324], [14.471, -16.488, 22.559], [15.931, -15.485, 22.637], [16.091, -17.227, 22.527], [15.142, -17.704, 19.191], [15.317, -18.798, 15.130], [14.510, -18.565, 16.407], [14.055, -19.871, 17.056], [15.349, -17.850, 17.375], [14.727, -19.349, 14.389], [16.184, -19.421, 15.352], [15.588, -17.844, 14.670], [13.634, -17.941, 16.176], [13.394, -20.403, 16.378], [13.482, -19.672, 17.972], [14.912, -20.478, 17.332], [15.696, -17.054, 16.947]]
}

What are the LUMO energy values for these records? In order: -0.1 -0.9 0.4 eV.
What are the energy relative to the best compared isomer or geometry (same formula, charge and spin) values for these records? In order: 347.4 67.6 53.5 kJ/mol.